(i)
{"formula": "CH3N2O", "method": "ωB97M-V/def2-TZVPD", "e_lumo_ev": [-7.060, -7.060], "gap_ev": [9.57, 9.58], "e_homo_ha": [-0.6113, -0.6113], "total_charge": 1, "symbols": ["C", "N", "N", "O", "H", "H", "H"], "positions_angstrom": [[-0.1156, -0.3885, -0.0304], [0.8822, 0.4401, -0.0338], [2.8320, 0.4849, -0.0340], [3.3011, -0.4982, 0.0464], [-0.1624, -1.4925, -0.2808], [-0.9836, 0.1368, 0.5140], [0.6352, 1.3096, 0.3060]], "lowdin_charge": [0.09, 0.04, 0.25, 0.28, 0.13, 0.14, 0.06]}



(ii)
{"formula": "CH3N2O", "method": "ωB97M-V/def2-TZVPD", "e_lumo_ev": [-8.649, -8.682], "gap_ev": [7.67, 7.65], "e_homo_ha": [-0.5998, -0.6000], "total_charge": 1, "symbols": ["C", "N", "N", "O", "H", "H", "H"], "positions_angstrom": [[1.6199, -0.7170, 0.3458], [3.2174, 0.9900, -0.0466], [2.4248, 0.1616, -0.0489], [1.0589, -1.7150, -0.1365], [-0.7996, 1.3217, -0.1135], [-0.1976, 0.8776, -0.6365], [0.4551, -2.3172, 0.2870]], "lowdin_charge": [-0.05, 0.42, 0.06, 0.27, 0.09, 0.02, 0.18]}



Short version: (i), (ii), most stable first.



(i)
{"formula": "C18H18BCl3CrF4N2O5Si", "method": "ωB97M-V/def2-TZVPD", "e_lumo_ev": [4.140, 4.139], "gap_ev": [5.93, 6.18], "multiplicity": 5, "s2": 6.0105, "e_homo_ha": [-0.0659, -0.0751], "total_charge": -2, "symbols": ["Cr", "O", "Cl", "O", "O", "O", "Cl", "C", "C", "C", "Cl", "C", "C", "C", "C", "N", "C", "C", "O", "H", "H", "H", "H", "C", "Si", "C", "C", "N", "C", "C", "C", "C", "C", "C", "H", "H", "H", "H", "H", "H", "H", "H", "H", "H", "H", "H", "H", "H", "F", "B", "F", "F", "F"], "positions_angstrom": [[0.6202, 0.0087, 0.6852], [0.1505, -0.8557, 4.7680], [-0.3030, -0.0080, 3.7091], [0.5155, 1.1622, 3.5832], [-1.6827, 0.3383, 3.9051], [-0.1877, -0.7767, 2.4387], [2.4327, 0.7765, -3.9270], [2.1410, -0.7697, -3.1806], [2.4703, -1.9271, -3.8960], [2.2756, -3.1627, -3.3529], [2.7083, -4.5898, -4.2839], [1.7365, -3.3062, -2.0533], [1.5181, -4.5352, -1.3912], [1.0011, -4.5424, -0.1291], [0.6828, -3.3200, 0.4906], [0.8712, -2.1731, -0.1042], [1.4025, -2.1350, -1.3479], [1.6117, -0.8014, -1.8883], [1.3271, 0.2409, -1.2028], [2.8870, -1.8301, -4.8893], [1.7753, -5.4592, -1.8924], [0.8448, -5.4701, 0.4053], [0.2819, -3.2795, 1.4957], [-2.2505, -1.0872, -0.4430], [-2.4482, 0.7363, -0.0340], [-3.8324, 0.8152, 1.2395], [-3.1005, 1.5893, -1.5961], [-0.9179, 1.3608, 0.4067], [-0.6515, 2.7026, 0.4932], [0.6694, 3.1933, 0.3692], [0.9605, 4.5392, 0.4760], [-0.0407, 5.4803, 0.7036], [-1.3466, 5.0252, 0.8352], [-1.6465, 3.6762, 0.7426], [-3.2032, -1.4896, -0.8038], [-1.9568, -1.6539, 0.4441], [-1.4964, -1.2514, -1.2151], [-4.7101, 0.2755, 0.8700], [-4.1368, 1.8387, 1.4714], [-3.4962, 0.3517, 2.1704], [-4.0434, 1.1387, -1.9233], [-2.3721, 1.4873, -2.4044], [-3.2725, 2.6562, -1.4376], [1.4650, 2.4858, 0.1647], [1.9908, 4.8633, 0.3734], [0.1938, 6.5349, 0.7869], [-2.1470, 5.7324, 1.0312], [-2.6684, 3.3472, 0.8917], [2.7354, -2.4650, 2.5069], [3.4921, -1.6138, 1.7059], [4.5811, -1.1019, 2.3976], [3.9033, -2.2702, 0.5358], [2.6657, -0.4817, 1.2991]], "lowdin_charge": [0.80, -0.32, 0.69, -0.32, -0.34, -0.45, 0.65, -0.58, -0.15, -0.61, 0.61, -0.18, -0.03, -0.04, -0.11, 0.09, -0.14, -0.38, -0.14, 0.09, 0.08, 0.10, 0.12, -0.17, 0.37, -0.17, -0.18, -0.16, -0.36, -0.04, -0.12, -0.15, -0.13, -0.06, 0.03, 0.02, 0.02, 0.02, 0.01, 0.01, 0.01, 0.03, 0.01, 0.09, 0.09, 0.07, 0.08, 0.07, 0.12, -1.22, 0.12, 0.11, 0.03]}



(ii)
{"formula": "C18H18BCl3CrF4N2O5Si", "method": "ωB97M-V/def2-TZVPD", "e_lumo_ev": [4.029, 4.028], "gap_ev": [5.93, 6.14], "multiplicity": 5, "s2": 6.0142, "e_homo_ha": [-0.0697, -0.0775], "total_charge": -2, "symbols": ["Cr", "O", "Cl", "O", "O", "O", "Cl", "C", "C", "C", "Cl", "C", "C", "C", "C", "N", "C", "C", "O", "H", "H", "H", "H", "C", "Si", "C", "C", "N", "C", "C", "C", "C", "C", "C", "H", "H", "H", "H", "H", "H", "H", "H", "H", "H", "H", "H", "H", "H", "F", "B", "F", "F", "F"], "positions_angstrom": [[-0.4320, -0.1951, 0.5891], [2.8198, 1.9657, -1.3729], [2.3515, 0.7575, -0.7633], [1.7713, -0.1111, -1.7504], [3.4116, 0.1015, -0.0753], [1.2971, 1.1416, 0.2078], [2.2632, -4.4904, 0.5083], [0.6023, -4.2404, 0.0813], [-0.1533, -5.3348, -0.3318], [-1.4691, -5.2033, -0.6880], [-2.3749, -6.6098, -1.2021], [-2.0985, -3.9432, -0.6459], [-3.4430, -3.6783, -0.9957], [-3.9346, -2.4036, -0.9131], [-3.0925, -1.3667, -0.4777], [-1.8342, -1.5929, -0.1517], [-1.3225, -2.8489, -0.2227], [0.0688, -2.9427, 0.1605], [0.6956, -1.8973, 0.5183], [0.3204, -6.3065, -0.3670], [-4.0714, -4.4953, -1.3248], [-4.9605, -2.1768, -1.1687], [-3.4279, -0.3427, -0.3776], [-0.4863, 3.8302, -0.7394], [-1.7006, 2.4024, -0.9446], [-3.3776, 3.1585, -1.4428], [-1.2191, 1.3682, -2.4411], [-1.8221, 1.3750, 0.4239], [-2.7114, 1.6222, 1.4300], [-3.0569, 0.6232, 2.3630], [-3.9823, 0.8475, 3.3612], [-4.6278, 2.0730, 3.4874], [-4.2894, 3.0803, 2.5935], [-3.3526, 2.8670, 1.5985], [-0.5607, 4.5443, -1.5629], [0.5347, 3.4543, -0.6905], [-0.6914, 4.3595, 0.1935], [-3.3921, 3.2639, -2.5284], [-3.5645, 4.1397, -1.0106], [-4.2075, 2.5126, -1.1546], [-1.0757, 2.0262, -3.3018], [-2.0418, 0.6885, -2.6816], [-0.3149, 0.7781, -2.3273], [-2.5519, -0.3345, 2.3317], [-4.1805, 0.0501, 4.0685], [-5.3481, 2.2464, 4.2774], [-4.7455, 4.0616, 2.6799], [-3.0882, 3.6946, 0.9467], [1.1620, -1.0243, 4.1119], [-0.0982, -0.6376, 3.6979], [-0.7493, -1.6866, 3.0163], [-0.8677, -0.2312, 4.7811], [0.0031, 0.4425, 2.7638]], "lowdin_charge": [0.83, -0.35, 0.67, -0.35, -0.32, -0.41, 0.67, -0.58, -0.15, -0.63, 0.61, -0.18, -0.03, -0.04, -0.10, 0.06, -0.12, -0.38, -0.11, 0.09, 0.08, 0.10, 0.10, -0.16, 0.39, -0.19, -0.16, -0.16, -0.37, -0.05, -0.10, -0.15, -0.13, -0.08, 0.02, 0.01, 0.02, 0.01, 0.01, 0.03, 0.03, 0.02, 0.00, 0.09, 0.10, 0.07, 0.08, 0.07, 0.13, -1.27, 0.09, 0.12, 0.07]}



Short version: (i), (ii), most stable first.



(i)
{"formula": "C4H9N3O2", "method": "ωB97M-V/def2-TZVPD", "e_lumo_ev": 0.588, "gap_ev": 9.01, "smiles": "C=C(O)N(C)NC(N)=O", "e_homo_ha": -0.3095, "total_charge": 0, "symbols": ["C", "C", "O", "N", "C", "N", "C", "N", "O", "H", "H", "H", "H", "H", "H", "H", "H", "H"], "positions_angstrom": [[0.7085, -2.0424, 1.3936], [-0.0297, -1.2015, 0.6751], [-1.2382, -1.5316, 0.1825], [0.3577, 0.1286, 0.3295], [1.7032, 0.6093, 0.5592], [-0.6213, 1.0728, 0.2094], [-1.4848, 1.1641, -1.0237], [-0.8350, 0.8241, -2.1669], [-2.4796, 1.8521, -0.9834], [1.6315, -1.7622, 1.8424], [0.3487, -3.0396, 1.5621], [-1.6603, -0.7184, -0.2893], [2.4058, -0.0624, 0.0725], [1.9317, 0.6540, 1.6279], [1.7934, 1.6098, 0.1372], [-1.1656, 1.2879, 1.0418], [-0.0563, 0.1893, -2.1237], [-1.3097, 0.9662, -3.0462]], "lowdin_charge": [0.06, -0.43, 0.04, -0.19, -0.05, 0.05, -0.57, 0.18, 0.06, 0.04, 0.06, 0.12, 0.09, 0.08, 0.09, 0.15, 0.10, 0.12]}



(ii)
{"formula": "C4H9N3O2", "method": "ωB97M-V/def2-TZVPD", "e_lumo_ev": 0.619, "gap_ev": 8.72, "e_homo_ha": -0.2976, "total_charge": 0, "symbols": ["C", "C", "C", "C", "H", "H", "H", "H", "H", "H", "H", "H", "H", "N", "N", "N", "O", "O"], "positions_angstrom": [[2.3544, 1.5442, -0.9305], [-1.0381, 1.5028, -0.1498], [-0.8384, -0.6866, 0.6367], [-0.9365, -1.4848, 1.9401], [2.2916, 2.7254, -0.5836], [2.1652, 1.7320, -2.2570], [3.1170, 0.8273, -0.6058], [-1.9520, 2.1264, -0.5054], [-1.6162, -2.3391, 1.6325], [-0.0546, -2.1431, 2.5099], [-1.5190, -1.0201, 2.7552], [-0.1468, -2.4715, -0.2175], [-1.1276, -1.0425, -1.9355], [0.1255, 1.8175, -0.7912], [-1.3287, 0.5171, 0.7509], [-0.3588, -1.4696, -0.3298], [1.1310, 0.9804, -0.2833], [-0.2680, -1.1157, -1.6359]], "lowdin_charge": [-0.10, -0.22, -0.41, -0.05, 0.11, 0.15, 0.06, 0.13, 0.07, 0.14, 0.07, 0.17, 0.07, -0.01, 0.09, -0.01, -0.30, 0.04]}



Short version: (i), (ii), most stable first.